(1)
{
  "formula": "C18H32O18",
  "method": "the ωB97M-V functional and the def2-TZVPD basis",
  "species": ["C", "C", "O", "C", "O", "O", "H", "H", "H", "H", "C", "C", "O", "C", "O", "O", "H", "H", "H", "H", "C", "O", "C", "O", "O", "C", "H", "H", "H", "H", "H", "H", "C", "O", "C", "O", "O", "C", "H", "H", "H", "H", "H", "H", "C", "O", "C", "O", "O", "C", "H", "H", "H", "H", "H", "H", "C", "O", "C", "O", "O", "C", "H", "H", "H", "H", "H", "H"],
  "xyz": [[-0.621, 4.716, -4.554], [0.512, 4.185, -5.401], [0.299, 2.782, -5.391], [-0.970, 2.518, -4.997], [-1.496, 1.466, -4.990], [-1.590, 3.695, -4.650], [-0.911, 5.715, -4.886], [-0.330, 4.879, -3.513], [1.478, 4.459, -4.967], [0.595, 4.524, -6.436], [-2.154, -3.678, 1.333], [-3.139, -3.907, 2.492], [-3.249, -5.316, 2.596], [-2.447, -5.910, 1.665], [-2.307, -7.082, 1.596], [-1.888, -4.998, 0.860], [-1.254, -3.193, 1.704], [-2.610, -3.115, 0.522], [-4.111, -3.444, 2.324], [-2.753, -3.472, 3.415], [-0.293, 0.054, 3.999], [0.804, -0.520, 4.703], [1.118, -1.774, 4.370], [0.604, -2.411, 3.487], [2.106, -2.176, 5.144], [2.494, -3.545, 5.020], [-1.128, -0.631, 3.884], [0.045, 0.359, 3.003], [-0.577, 0.961, 4.524], [2.702, -3.750, 3.967], [1.665, -4.225, 5.232], [3.317, -3.669, 5.708], [2.168, -3.001, -3.007], [3.565, -2.863, -2.874], [4.024, -2.766, -1.635], [3.390, -2.905, -0.619], [5.344, -2.631, -1.699], [6.049, -2.747, -0.475], [1.633, -2.058, -2.823], [1.760, -3.617, -2.201], [1.917, -3.343, -4.001], [5.623, -2.094, 0.287], [7.081, -2.482, -0.673], [6.001, -3.774, -0.107], [-3.800, 5.348, -1.380], [-3.723, 4.408, -0.333], [-2.637, 4.470, 0.435], [-1.602, 5.041, 0.223], [-2.906, 3.731, 1.509], [-1.837, 3.270, 2.317], [-2.805, 5.602, -1.751], [-4.240, 6.286, -1.028], [-4.404, 4.996, -2.209], [-1.739, 3.924, 3.189], [-0.899, 3.290, 1.766], [-2.076, 2.275, 2.678], [-0.205, 2.774, -1.578], [0.510, 1.558, -1.510], [0.020, 0.686, -0.640], [-0.988, 0.834, 0.009], [0.807, -0.381, -0.630], [0.474, -1.428, 0.276], [-0.413, 3.190, -0.591], [-1.270, 2.709, -1.857], [0.274, 3.428, -2.289], [-0.024, -2.173, -0.354], [-0.297, -1.181, 1.006], [1.311, -1.869, 0.804]],
  "de_lowest_ev": 0.228,
  "homo_ev": -10.91,
  "smiles": "COC(=O)OC.COC(=O)OC.COC(=O)OC.COC(=O)OC.O=C1OCCO1.O=C1OCCO1",
  "lumo_ev": 0.44,
  "multiplicity": 1
}

(2)
{
  "formula": "C18H33BBeBrClCsF4N3O15",
  "method": "the ωB97M-V functional and the def2-TZVPD basis",
  "species": ["O", "C", "C", "C", "C", "C", "B", "O", "O", "C", "C", "C", "O", "C", "C", "F", "F", "F", "N", "N", "H", "H", "H", "H", "H", "H", "H", "H", "H", "H", "H", "H", "H", "C", "C", "N", "H", "H", "H", "O", "C", "C", "O", "H", "H", "H", "H", "Be", "C", "O", "C", "O", "O", "C", "H", "H", "H", "H", "H", "H", "Br", "O", "H", "H", "H", "C", "O", "H", "H", "H", "H", "O", "Cl", "O", "O", "O", "F", "Cs"],
  "xyz": [[-1.899, 3.282, -7.958], [-0.868, 2.801, -7.709], [-0.630, 1.579, -6.636], [0.057, 2.249, -5.292], [-0.731, 3.072, -4.277], [0.120, 3.605, -3.196], [-0.613, 4.516, -2.084], [-0.439, 5.883, -2.127], [-1.426, 3.910, -1.147], [1.616, 3.362, -3.098], [2.516, 3.897, -1.993], [2.322, 3.143, -0.678], [2.490, 1.725, -0.828], [2.220, 1.124, 0.437], [0.772, 0.554, 0.367], [0.475, 0.282, -0.909], [-0.152, 1.444, 0.797], [0.633, -0.545, 1.120], [2.217, 2.596, -4.031], [1.461, 2.139, -5.010], [0.084, 3.229, -8.224], [-1.589, 1.114, -6.326], [0.106, 0.807, -7.074], [-1.804, 3.231, -4.352], [-0.458, 6.118, -3.068], [-2.343, 4.146, -1.349], [3.547, 3.838, -2.379], [2.223, 4.951, -1.849], [1.322, 3.313, -0.235], [3.089, 3.518, 0.025], [2.299, 1.858, 1.260], [2.930, 0.316, 0.665], [2.006, 1.553, -5.755], [4.627, 4.604, 3.122], [4.499, 3.175, 2.830], [4.396, 2.066, 2.592], [5.124, 5.105, 2.294], [3.612, 5.044, 3.252], [5.215, 4.747, 4.031], [-2.810, -2.202, 1.633], [-2.008, -1.598, 2.357], [-2.741, -1.391, 3.941], [-1.957, -0.762, 4.668], [-1.705, -0.582, 2.046], [-1.036, -2.081, 2.559], [-3.018, -2.412, 4.247], [-3.730, -0.923, 3.738], [3.339, 0.882, -4.977], [-5.965, -8.305, 3.208], [-4.992, -7.354, 2.775], [-5.496, -6.318, 2.105], [-6.659, -6.136, 1.853], [-4.486, -5.516, 1.762], [-4.880, -4.355, 1.032], [-5.434, -9.093, 3.736], [-6.676, -7.843, 3.892], [-6.482, -8.742, 2.355], [-5.549, -3.734, 1.629], [-5.354, -4.634, 0.092], [-3.983, -3.784, 0.812], [2.003, 5.411, 1.938], [-4.269, 1.869, 4.294], [-4.567, 2.265, 5.140], [-5.017, 1.484, 3.794], [-3.545, 1.201, 4.443], [4.148, -2.802, 0.659], [5.081, -2.228, -0.273], [4.465, -3.811, 0.899], [4.126, -2.207, 1.573], [3.149, -2.834, 0.207], [4.780, -1.337, -0.470], [4.237, -4.679, 2.551], [4.444, -5.511, 3.726], [5.100, -6.736, 3.335], [3.162, -5.815, 4.325], [5.265, -4.800, 4.676], [-1.708, 0.833, -4.685], [1.746, 3.227, -6.807]],
  "de_lowest_ev": 1.993,
  "homo_ev": -6.82,
  "lumo_ev": -4.08,
  "multiplicity": 1
}

(3)
{
  "formula": "C18H33ClN3O3S2",
  "method": "the ωB97M-V functional and the def2-TZVPD basis",
  "species": ["C", "C", "N", "C", "C", "C", "S", "S", "C", "C", "C", "C", "N", "C", "Cl", "C", "O", "N", "C", "C", "C", "O", "H", "H", "H", "H", "H", "H", "H", "H", "H", "H", "H", "H", "H", "H", "H", "H", "H", "H", "H", "H", "H", "H", "H", "H", "H", "C", "C", "C", "O", "C", "H", "H", "H", "H", "H", "H", "H", "H"],
  "xyz": [[3.446, -2.236, 1.166], [3.115, -0.749, 0.818], [3.511, 0.096, 1.998], [4.375, 1.229, 1.608], [5.721, 0.768, 0.953], [2.288, 0.533, 2.585], [1.689, -0.345, 3.833], [1.422, 1.974, 1.938], [0.060, 2.349, 3.078], [-1.273, 2.685, 2.321], [-2.526, 2.005, 2.958], [-3.407, 1.230, 1.986], [-4.731, 1.380, 2.090], [-5.296, 0.550, 1.124], [-6.995, 0.347, 0.850], [-4.280, -0.067, 0.462], [-4.411, -0.969, -0.526], [-3.074, 0.375, 1.015], [-1.713, -0.055, 0.638], [-1.096, 0.685, -0.597], [-1.943, 1.866, -1.171], [-1.653, 1.948, -2.579], [3.533, -2.864, 0.262], [4.377, -2.271, 1.759], [2.646, -2.607, 1.828], [3.583, -0.425, -0.126], [2.020, -0.685, 0.676], [3.879, 1.920, 0.897], [4.626, 1.825, 2.503], [5.732, -0.310, 0.723], [5.795, 1.273, -0.030], [6.603, 1.076, 1.532], [0.344, 3.227, 3.683], [-0.149, 1.532, 3.787], [-1.393, 3.782, 2.387], [-1.183, 2.454, 1.251], [-2.238, 1.371, 3.820], [-3.157, 2.806, 3.386], [-5.224, 1.984, 2.735], [-5.193, -0.706, -1.040], [-1.088, 0.023, 1.545], [-1.770, -1.132, 0.401], [-0.133, 1.120, -0.271], [-0.949, -0.053, -1.412], [-3.032, 1.726, -1.115], [-1.597, 2.826, -0.744], [-0.734, 2.235, -2.673], [0.458, -3.641, -4.526], [-0.681, -2.659, -4.755], [-0.776, -1.974, -3.402], [0.541, -1.975, -2.841], [1.380, -2.846, -3.615], [0.946, -3.969, -5.442], [0.086, -4.525, -4.002], [-0.398, -1.934, -5.522], [-1.614, -3.129, -5.060], [-1.432, -2.530, -2.721], [-1.140, -0.947, -3.477], [2.070, -2.223, -4.194], [1.963, -3.481, -2.947]],
  "homo_ev": -10.89,
  "total_charge": 1,
  "lumo_ev": -2.62,
  "multiplicity": 1
}

(4)
{
  "formula": "C18H33ClN6",
  "method": "the ωB97M-V functional and the def2-TZVPD basis",
  "species": ["C", "C", "N", "C", "C", "N", "C", "C", "H", "H", "H", "H", "H", "H", "H", "H", "H", "H", "H", "C", "C", "N", "C", "C", "N", "C", "C", "H", "H", "H", "H", "H", "H", "H", "H", "H", "H", "H", "C", "C", "N", "C", "C", "N", "C", "C", "H", "H", "H", "H", "H", "H", "H", "H", "H", "H", "H", "Cl"],
  "xyz": [[-0.040, 1.370, -0.457], [-0.488, 2.549, -1.273], [-0.719, 2.347, -2.702], [-1.870, 2.406, -3.532], [-1.537, 2.297, -4.847], [-0.177, 2.092, -4.942], [0.315, 2.034, -3.613], [0.443, 1.816, -6.193], [1.046, 1.407, -0.365], [-0.188, 0.417, -0.964], [-0.461, 1.201, 0.534], [-0.037, 3.531, -1.131], [-1.507, 2.609, -0.892], [-2.823, 2.627, -3.073], [-2.181, 2.363, -5.712], [1.322, 1.815, -3.289], [0.025, 0.856, -6.494], [1.513, 1.718, -6.009], [0.074, 2.620, -6.831], [-2.194, -2.378, 1.605], [-1.500, -2.187, 2.966], [-2.401, -2.377, 4.089], [-2.632, -3.498, 4.854], [-3.541, -3.187, 5.843], [-3.913, -1.882, 5.720], [-3.144, -1.355, 4.657], [-4.868, -1.181, 6.439], [-1.642, -2.099, 0.707], [-3.082, -1.749, 1.549], [-2.617, -3.357, 1.378], [-1.137, -1.161, 3.018], [-0.623, -2.833, 3.018], [-2.122, -4.403, 4.559], [-3.984, -3.795, 6.617], [-3.168, -0.385, 4.183], [-5.791, -0.949, 5.908], [-4.280, -0.386, 6.897], [-5.096, -1.824, 7.290], [2.052, -2.100, -0.338], [1.701, -0.631, -0.180], [2.848, 0.190, -0.595], [3.998, 0.386, 0.149], [4.968, 1.062, -0.568], [4.494, 1.327, -1.808], [3.215, 0.694, -1.817], [5.107, 2.100, -2.863], [2.990, -2.501, 0.046], [2.114, -2.355, -1.395], [1.242, -2.761, -0.027], [1.428, -0.330, 0.832], [0.867, -0.371, -0.832], [3.988, -0.121, 1.103], [5.988, 1.291, -0.297], [2.584, 0.688, -2.693], [4.525, 2.986, -3.115], [5.229, 1.382, -3.674], [6.035, 2.510, -2.465], [-0.349, -0.535, 1.026]],
  "de_lowest_ev": 7.369,
  "homo_ev": -11.96,
  "total_charge": 2,
  "lumo_ev": -5.08,
  "multiplicity": 1
}

(5)
{
  "formula": "C18H33HfN4O2PSi",
  "method": "the ωB97M-V functional and the def2-TZVPD basis",
  "species": ["Hf", "Si", "P", "N", "H", "C", "H", "H", "H", "C", "H", "H", "H", "C", "H", "H", "H", "C", "H", "H", "H", "H", "H", "C", "C", "C", "C", "C", "C", "H", "H", "H", "H", "H", "C", "O", "C", "H", "H", "H", "C", "H", "H", "H", "C", "N", "C", "C", "C", "N", "C", "O", "N", "H", "H", "H", "H", "H", "H", "H"],
  "xyz": [[0.340, -0.974, 0.641], [2.908, 0.107, 1.195], [-1.296, 3.335, -0.486], [0.939, -1.481, -1.172], [-2.621, 3.115, 1.405], [-2.521, 4.407, -1.363], [-2.179, 5.448, -1.472], [-3.444, 4.421, -0.775], [-2.764, 4.050, -2.376], [-0.006, 4.599, -0.153], [-0.372, 5.612, -0.379], [0.911, 4.457, -0.746], [0.262, 4.574, 0.907], [-0.610, 2.338, -1.867], [-1.351, 2.201, -2.668], [-0.313, 1.349, -1.502], [0.279, 2.792, -2.334], [2.907, 1.596, 2.377], [1.887, 1.718, 2.768], [3.202, 2.511, 1.844], [3.600, 1.441, 3.218], [3.969, -0.761, 1.812], [3.559, 0.657, -0.035], [1.275, -1.896, -2.369], [0.594, -2.905, -4.513], [0.345, -2.638, -3.179], [2.553, -1.614, -2.976], [2.794, -1.889, -4.312], [1.820, -2.533, -5.104], [-0.168, -3.391, -5.130], [-0.609, -2.921, -2.733], [3.307, -1.103, -2.376], [3.739, -1.591, -4.781], [2.015, -2.751, -6.162], [-1.923, 2.469, 1.058], [-0.089, 0.777, 0.665], [-2.813, 1.217, 0.914], [-3.817, 1.468, 1.304], [-2.500, 0.366, 1.533], [-2.912, 0.848, -0.106], [-1.049, 2.370, 2.332], [-1.504, 3.004, 3.118], [-0.007, 2.658, 2.214], [-1.050, 1.378, 2.800], [-2.145, -4.781, 2.316], [-0.705, -4.553, 2.319], [0.147, -5.509, 2.801], [1.491, -5.268, 2.784], [1.947, -4.019, 2.292], [1.068, -3.076, 1.853], [-0.244, -3.375, 1.860], [-1.061, -2.485, 1.363], [3.254, -3.727, 2.211], [-2.642, -4.010, 2.905], [-2.324, -5.755, 2.763], [-2.530, -4.763, 1.295], [-0.320, -6.414, 3.175], [2.217, -6.000, 3.133], [3.928, -4.383, 2.566], [3.583, -2.812, 1.887]],
  "homo_ev": -4.76,
  "lumo_ev": -0.41,
  "multiplicity": 1
}

(6)
{
  "formula": "C18H33N3O3S",
  "method": "the ωB97M-V functional and the def2-TZVPD basis",
  "species": ["C", "C", "C", "C", "O", "C", "C", "C", "N", "C", "N", "S", "N", "C", "C", "H", "H", "H", "H", "H", "H", "H", "H", "H", "H", "H", "H", "H", "C", "C", "O", "C", "C", "H", "H", "H", "H", "H", "H", "H", "H", "H", "H", "C", "C", "O", "C", "C", "H", "H", "H", "H", "H", "H", "H", "H", "H", "H"],
  "xyz": [[-7.826, -3.267, 0.801], [-6.558, -2.994, -0.013], [-5.766, -1.786, 0.500], [-4.915, -2.146, 1.710], [-4.035, -1.096, 2.116], [-2.838, -1.048, 1.453], [-2.723, -0.173, 0.328], [-1.556, -0.033, -0.362], [-1.381, 0.858, -1.403], [-0.442, -0.805, 0.087], [0.774, -0.808, -0.459], [1.659, -1.811, 0.429], [0.583, -2.292, 1.507], [-0.565, -1.667, 1.221], [-1.793, -1.782, 1.912], [-8.132, -4.308, 0.710], [-8.649, -2.658, 0.426], [-7.691, -3.025, 1.855], [-6.833, -2.803, -1.050], [-5.902, -3.867, -0.005], [-6.450, -0.986, 0.792], [-5.112, -1.415, -0.288], [-5.560, -2.323, 2.571], [-4.353, -3.068, 1.534], [-3.577, 0.422, 0.034], [-2.200, 1.033, -1.962], [-0.564, 0.683, -1.969], [-1.883, -2.421, 2.778], [2.195, 2.732, -6.043], [1.295, 3.170, -4.901], [0.868, 2.112, -4.062], [1.890, 1.386, -3.402], [2.756, 2.225, -2.478], [1.698, 1.977, -6.654], [2.434, 3.588, -6.675], [3.136, 2.312, -5.687], [0.376, 3.597, -5.303], [1.779, 3.957, -4.312], [2.508, 0.844, -4.126], [1.366, 0.634, -2.811], [3.321, 2.985, -3.019], [3.473, 1.584, -1.962], [2.140, 2.727, -1.731], [6.581, -0.051, 3.409], [5.430, 0.326, 4.325], [4.848, 1.584, 4.039], [4.290, 1.731, 2.746], [3.176, 0.747, 2.432], [7.360, 0.712, 3.439], [7.013, -1.001, 3.727], [6.261, -0.166, 2.372], [5.791, 0.412, 5.350], [4.667, -0.462, 4.324], [5.073, 1.678, 1.980], [3.897, 2.748, 2.724], [3.531, -0.284, 2.431], [2.760, 0.958, 1.446], [2.377, 0.825, 3.171]],
  "de_lowest_ev": 2.026,
  "homo_ev": -8.05,
  "lumo_ev": -0.24,
  "multiplicity": 1
}

(7)
{
  "formula": "C18H33OP2Se4Sn",
  "method": "the ωB97M-V functional and the def2-TZVPD basis",
  "species": ["Sn", "Se", "Se", "Se", "Se", "C", "P", "C", "C", "C", "P", "C", "C", "H", "H", "H", "H", "H", "H", "H", "H", "H", "H", "H", "H", "H", "H", "H", "H", "C", "C", "C", "C", "C", "C", "C", "C", "C", "C", "C", "C", "O", "H", "H", "H", "H", "H", "H", "H", "H", "H", "H", "H", "H", "H", "H", "H", "H", "H"],
  "xyz": [[0.665, 0.767, -0.997], [3.185, 0.231, -3.056], [4.296, 2.120, -2.920], [2.957, 3.614, -4.267], [1.276, 2.395, -4.954], [-2.266, 1.141, -3.731], [-2.070, 0.579, -2.010], [-3.401, 1.499, -1.168], [-2.601, -1.199, -2.044], [-1.584, -2.169, -1.443], [0.158, -1.774, -1.858], [0.258, -2.022, -3.656], [1.151, -3.125, -1.164], [-3.306, 1.030, -4.043], [-1.631, 0.577, -4.411], [-1.994, 2.194, -3.807], [-4.378, 1.147, -1.501], [-3.309, 2.556, -1.421], [-3.331, 1.397, -0.090], [-2.810, -1.453, -3.086], [-3.543, -1.284, -1.498], [-1.794, -3.196, -1.758], [-1.651, -2.144, -0.356], [-0.025, -3.047, -3.898], [1.274, -1.845, -4.007], [-0.400, -1.340, -4.192], [0.655, -4.082, -1.326], [1.314, -2.979, -0.099], [2.122, -3.142, -1.659], [-0.590, -2.474, 2.206], [-1.306, -1.199, 2.644], [-2.299, -0.692, 1.608], [-0.323, -0.141, 3.079], [-0.316, 0.215, 4.420], [0.620, 1.095, 4.933], [1.578, 1.621, 4.083], [1.607, 1.324, 2.727], [2.703, 1.993, 1.918], [2.170, 3.151, 1.069], [3.600, 1.027, 1.144], [0.625, 0.444, 2.221], [0.602, 0.108, 0.897], [-1.299, -3.276, 2.004], [0.091, -2.818, 2.984], [0.008, -2.288, 1.314], [-1.887, -1.457, 3.535], [-1.770, -0.370, 0.707], [-2.860, 0.161, 1.989], [-3.017, -1.465, 1.333], [-1.053, -0.231, 5.074], [0.614, 1.353, 5.982], [2.330, 2.293, 4.475], [3.351, 2.460, 2.664], [1.277, 2.887, 0.493], [2.925, 3.510, 0.368], [1.873, 3.986, 1.703], [3.098, 0.535, 0.307], [3.971, 0.239, 1.798], [4.459, 1.562, 0.738]],
  "de_lowest_ev": 2.049,
  "homo_ev": [-10.34, -10.33],
  "total_charge": 1,
  "lumo_ev": [-5.11, -4.73],
  "multiplicity": 1
}